96
Properties=species:S:1:pos:R:3 method="wB97M-V/def2-TZVPD" energy_ev=-152441.0053 largest_force_ha_per_bohr=0.02262 lumo_ev=-4.687 multiplicity=1 homo_lumo_gap_ev=5.790 total_charge=+1
H 4.718 -1.307 -1.394
C -5.284 -4.221 4.553
H 0.506 4.142 -7.556
F 1.104 -0.276 1.070
C 1.010 -1.866 5.412
H -3.898 -2.591 4.698
H 3.730 2.069 -2.224
C -5.705 -2.007 3.703
H 6.178 5.947 -0.379
H 4.121 6.307 -1.701
H 2.976 -5.147 5.303
C 0.186 1.234 -2.677
C -7.236 1.718 5.457
C 4.590 -2.359 0.473
H -5.382 -0.988 3.552
H 2.020 -2.471 -4.130
H -9.924 3.133 6.952
C 3.858 -2.551 1.635
C 0.622 4.813 -5.524
F -7.173 0.408 3.499
C -0.358 0.898 -5.384
H -7.473 2.932 7.206
C 3.860 -5.859 -3.886
C -9.990 1.950 5.164
H -4.653 -4.937 5.063
C 0.942 0.770 -4.918
F 0.869 5.701 -3.355
Br -1.470 -3.104 5.433
F -6.923 -5.879 4.282
C 2.527 -4.297 -5.140
C 2.251 -0.959 0.871
C 2.436 6.699 -6.458
H 2.600 -0.063 -1.033
H -1.911 1.611 -2.459
C -7.974 2.450 6.377
H -11.063 2.036 5.053
C 1.864 5.790 -7.337
H -6.164 1.610 5.557
C 3.850 -4.980 -2.821
C 3.193 -3.768 -2.890
H 0.458 -0.932 5.458
C 5.399 2.744 -1.073
C 3.789 4.214 -2.043
C 1.195 5.729 -4.663
C -7.890 1.119 4.399
H 2.887 4.370 -2.619
C 2.681 -1.842 1.840
C -9.256 1.225 4.237
H 4.203 -3.255 2.383
C 4.145 -1.461 -0.489
C -7.365 -3.728 3.441
C -1.112 1.371 -3.147
H 2.098 -1.971 2.742
C 2.965 -0.759 -0.291
C -6.955 -2.416 3.250
H 6.992 3.633 0.038
C 0.956 4.849 -6.870
C 2.455 -4.195 5.331
H -7.606 -1.715 2.749
C 1.092 -4.191 5.338
C 4.481 5.301 -1.525
H 2.127 5.815 -8.387
H 0.418 1.356 -1.627
H -8.330 -4.069 3.090
C 2.096 6.674 -5.113
H -0.078 4.079 -5.143
C 1.194 0.937 -3.573
H -9.736 0.746 3.393
C -9.349 2.565 6.232
C -1.385 1.200 -4.499
H 5.508 -2.909 0.314
H 3.183 -6.198 -5.890
H 2.847 -0.830 5.382
H 1.757 0.543 -5.595
C 6.098 3.812 -0.547
H 0.579 -5.149 5.340
C -6.525 -4.611 4.093
C -4.875 -2.910 4.349
H -0.571 0.761 -6.436
F 5.848 1.489 -0.852
Cl 4.828 -2.912 5.336
C 3.123 -2.974 5.343
C 2.532 -3.423 -4.061
F 4.497 -5.312 -1.685
C 3.189 -5.515 -5.051
C 2.368 -1.805 5.372
F 2.462 0.808 -3.119
H 2.008 -4.030 -6.051
N 0.394 -3.056 5.386
H 3.200 -3.104 -2.037
H 3.146 7.431 -6.820
H 4.388 -6.800 -3.800
C 5.637 5.100 -0.780
H -2.400 1.304 -4.862
C 4.253 2.926 -1.821
H 2.525 7.381 -4.414